{"formula": "C14H27NO", "method": "the ωB97M-V functional and the def2-TZVPD basis", "relative_energy_kj_mol": 195.4, "lumo_energy_ev": 0.8, "smiles": "C[C@H](CC(C)(C)C)C1=NC(C)(C)C[C@H](C)O1", "total_charge": 0, "e_homo_ev": -8.89, "elements": ["C", "C", "C", "C", "C", "C", "C", "C", "N", "C", "C", "C", "C", "C", "C", "O", "H", "H", "H", "H", "H", "H", "H", "H", "H", "H", "H", "H", "H", "H", "H", "H", "H", "H", "H", "H", "H", "H", "H", "H", "H", "H", "H"], "positions_angstrom": [[-2.55, 0.73, -0.69], [-1.51, 0.13, 0.31], [-1.28, 1.00, 1.62], [-0.76, 0.23, 2.98], [-0.44, 1.31, 4.00], [0.53, -0.56, 2.53], [-1.85, -0.67, 3.51], [-0.36, 0.07, -0.57], [-0.16, -1.08, -1.09], [0.68, -1.33, -2.25], [0.08, -1.03, -3.58], [1.29, -2.77, -2.20], [1.87, -0.32, -2.21], [1.31, 1.15, -1.92], [2.50, 2.07, -1.49], [0.41, 1.19, -0.82], [-3.43, 1.06, -0.07], [-2.19, 1.56, -1.41], [-2.91, -0.07, -1.37], [-1.67, -0.90, 0.58], [-0.62, 1.82, 1.34], [-2.21, 1.46, 1.91], [0.26, 0.90, 4.71], [-1.30, 1.75, 4.39], [0.08, 2.09, 3.46], [1.07, -0.09, 1.62], [0.21, -1.48, 1.89], [1.24, -0.87, 3.48], [-2.26, -1.43, 2.96], [-1.41, -1.27, 4.32], [-2.75, -0.01, 3.69], [-0.80, -1.73, -3.70], [0.81, -1.21, -4.36], [-0.34, -0.02, -3.68], [1.70, -3.00, -1.19], [0.47, -3.52, -2.37], [2.16, -2.77, -2.84], [2.54, -0.72, -1.57], [2.39, -0.28, -3.13], [0.74, 1.58, -2.74], [3.17, 2.40, -2.31], [2.09, 3.02, -0.99], [3.20, 1.60, -0.74]], "lowdin_charge": [-0.040, -0.269, -0.078, -0.575, -0.061, -0.060, -0.068, -0.405, 0.178, -0.575, -0.057, -0.030, -0.080, -0.289, -0.047, -0.015, 0.084, 0.112, 0.081, 0.129, 0.104, 0.093, 0.073, 0.061, 0.079, 0.088, 0.088, 0.129, 0.035, 0.096, 0.108, 0.108, 0.084, 0.082, 0.082, 0.094, 0.073, 0.075, 0.108, 0.137, 0.073, 0.099, 0.092]}